64
Properties=species:S:1:pos:R:3:forces:R:3 method="wB97M-V/def2-TZVPD" e_lumo_ev=0.7 fmax_ha_per_bohr=0.021 relative_energy_kj_mol=10.7 orbital_gap_ev=8.448 smiles="CN1CCN(c2ccc(S(=O)(=O)N3CCCCC3)cc2NC(=O)Cc2ccccc2F)CC1"
C 3.145345 -2.266350 -5.456625 -0.041 0.018 0.052
N 2.388153 -1.137625 -4.961233 -0.037 0.113 -0.151
C 1.021941 -1.449115 -4.584624 -0.067 -0.094 0.164
C 0.931866 -2.136782 -3.211816 -0.178 0.040 -0.302
N 1.574782 -1.350606 -2.174498 0.026 -0.248 -0.029
C 0.866815 -0.426474 -1.436542 -0.178 0.313 0.213
C -0.426802 -0.016982 -1.799031 0.135 -0.090 -0.004
C -1.108620 0.952553 -1.095058 -0.117 0.138 0.092
C -0.517835 1.545769 0.004272 -0.288 0.405 0.124
C 0.717404 1.113020 0.438370 0.037 -0.100 -0.128
C 1.398141 0.111650 -0.236202 -0.283 0.198 -0.108
N 2.639342 -0.299861 0.299383 0.176 0.659 0.101
C 2.994378 -1.531120 0.762673 -0.210 -0.334 -0.124
O 4.080491 -1.707687 1.268930 0.245 -0.120 0.162
C 1.957343 -2.628043 0.612743 0.152 -0.203 0.064
C 0.680559 -2.285017 1.325877 -0.273 -0.159 -0.070
C -0.562131 -2.490956 0.741985 0.074 0.049 0.199
C -1.747374 -2.232249 1.401647 0.021 -0.060 -0.140
C -1.700640 -1.749733 2.696688 0.023 -0.040 -0.036
C -0.477377 -1.514835 3.300976 0.028 0.050 0.143
C 0.697101 -1.782948 2.622411 -0.126 -0.078 -0.088
H 1.650406 -1.616427 3.101768 0.137 0.037 0.070
H -0.437082 -1.134190 4.309911 0.004 0.042 0.108
H -2.619999 -1.570934 3.231903 -0.088 0.040 0.045
H -2.684272 -2.422113 0.902319 -0.095 -0.030 -0.081
F -0.628309 -2.980320 -0.520174 0.042 0.009 0.094
H 1.760368 -2.805599 -0.444868 0.066 0.011 0.077
H 2.386968 -3.534969 1.046740 0.038 0.127 -0.074
H 3.261930 0.443493 0.594715 0.021 -0.201 -0.050
H 1.147844 1.565881 1.317689 0.153 -0.047 0.169
S -1.263680 2.941332 0.822883 0.267 -0.471 0.053
O -0.251297 3.940471 1.012481 0.117 -0.066 0.230
O -2.448738 3.312485 0.096047 -0.001 -0.294 -0.002
N -1.610661 2.291634 2.331926 0.455 0.356 -0.900
C -2.821630 1.500315 2.361106 -0.566 -0.225 -0.256
C -4.083375 2.356650 2.476448 0.059 -0.087 0.183
C -3.972705 3.279931 3.687549 -0.016 0.139 -0.229
C -2.703580 4.121246 3.572735 0.022 -0.238 0.218
C -1.486622 3.206019 3.449224 0.186 0.697 0.169
H -0.581347 3.787746 3.275314 -0.019 -0.032 0.262
H -1.362550 2.605629 4.357295 0.022 -0.010 -0.071
H -2.757225 4.744385 2.677797 -0.005 0.122 0.021
H -2.589957 4.769625 4.443094 0.027 0.065 -0.028
H -4.849778 3.926809 3.746179 -0.020 -0.040 0.082
H -3.931195 2.682413 4.602979 -0.047 0.003 0.086
H -4.179765 2.952862 1.568750 -0.114 -0.055 0.032
H -4.956497 1.707565 2.564960 -0.022 -0.026 -0.041
H -2.834907 0.905154 1.445741 -0.115 -0.214 0.117
H -2.745904 0.823999 3.218852 0.030 -0.012 -0.098
H -2.080532 1.294301 -1.413422 -0.124 0.005 -0.104
H -0.891916 -0.432665 -2.677067 -0.012 -0.036 -0.104
C 2.962986 -1.097877 -2.524934 0.345 0.365 -0.374
C 3.038296 -0.400569 -3.896947 0.080 -0.085 0.246
H 4.081921 -0.233074 -4.168484 0.017 0.066 0.003
H 2.539016 0.571741 -3.818783 0.081 0.026 0.065
H 3.442108 -0.469265 -1.779387 0.000 -0.123 -0.059
H 3.491236 -2.056584 -2.559316 0.035 0.026 0.064
H -0.099755 -2.346397 -2.936338 0.012 -0.056 0.017
H 1.462143 -3.094798 -3.257677 -0.080 -0.010 0.015
H 0.578150 -2.085511 -5.352063 -0.058 0.024 -0.014
H 0.472558 -0.502830 -4.557282 -0.094 -0.060 0.007
H 2.620208 -2.685150 -6.314232 0.035 -0.080 -0.040
H 4.118400 -1.909662 -5.791711 0.063 -0.061 -0.027
H 3.305858 -3.069359 -4.724044 0.041 -0.063 -0.013


61
Properties=species:S:1:pos:R:3:forces:R:3 method="wB97M-V/def2-TZVPD" e_lumo_ev=0.5 fmax_ha_per_bohr=0.012 relative_energy_kj_mol=176.9 orbital_gap_ev=9.439 smiles="COC1CCN(C(=O)c2ccc(OC3CCN(Cc4ccccn4)CC3)cc2)CC1"
C 6.418216 3.388853 -1.623849 0.072 0.012 0.027
H 7.326325 2.902156 -1.252064 -0.004 0.040 -0.011
O 5.333891 2.499322 -1.701171 -0.220 -0.145 -0.011
C 4.820275 2.068814 -0.455979 -0.083 -0.323 -0.002
C 3.474036 1.398796 -0.740850 0.180 0.291 0.234
H 2.798092 2.119936 -1.199957 -0.025 0.030 -0.034
H 3.641700 0.590801 -1.453393 -0.015 -0.075 -0.055
C 2.865147 0.847216 0.548268 -0.256 0.146 -0.350
N 3.785061 -0.059298 1.188295 0.106 0.200 0.021
C 3.577426 -1.377667 1.418108 -0.153 0.000 0.058
O 4.389687 -2.073302 1.998722 0.097 -0.271 0.125
C 2.280036 -1.942182 0.924097 -0.037 -0.286 -0.055
C 1.319950 -2.366240 1.833874 0.153 0.125 -0.091
C 0.145155 -2.945766 1.392338 -0.149 -0.093 -0.165
C -0.079959 -3.123263 0.030842 0.084 0.027 0.033
C 0.898131 -2.733972 -0.879210 -0.208 -0.119 0.003
C 2.067767 -2.147211 -0.434637 0.016 0.061 0.205
H 2.826659 -1.856422 -1.146388 0.078 0.045 -0.085
H 0.739526 -2.907671 -1.932471 -0.046 -0.039 -0.094
O -1.222684 -3.757799 -0.408716 0.481 -0.136 0.149
C -2.352455 -2.945205 -0.702008 -0.331 0.492 -0.063
C -2.104597 -1.953704 -1.840591 -0.172 -0.270 0.057
C -3.383117 -1.176591 -2.138993 0.274 0.049 -0.041
N -3.810553 -0.456312 -0.955091 -0.108 0.022 -0.132
C -4.921613 0.440006 -1.221269 0.067 -0.078 -0.094
C -5.130379 1.400571 -0.082558 0.177 0.071 0.059
N -6.384139 1.668817 0.251994 -0.216 -0.282 -0.322
C -6.606917 2.524025 1.235690 -0.031 0.271 0.277
C -5.596795 3.151848 1.945567 0.024 -0.031 -0.025
C -4.283431 2.867136 1.600321 -0.072 -0.020 -0.049
C -4.043155 1.980222 0.567126 -0.099 0.048 0.034
H -3.042976 1.719958 0.259830 0.106 -0.040 -0.022
H -3.462964 3.332189 2.128516 0.050 0.026 0.025
H -5.828794 3.839488 2.743899 -0.047 0.045 0.064
H -7.649389 2.706645 1.462814 -0.050 0.079 0.098
H -5.867316 -0.094953 -1.409290 0.066 0.083 0.014
H -4.680610 1.020978 -2.117967 -0.045 -0.076 -0.014
C -4.122104 -1.385613 0.115989 0.185 -0.006 0.213
C -2.875081 -2.169689 0.508671 -0.082 -0.235 -0.190
H -3.110293 -2.857887 1.321764 0.028 -0.027 0.041
H -2.107102 -1.472309 0.849092 -0.015 0.014 0.048
H -4.921559 -2.088015 -0.184774 -0.030 0.069 0.013
H -4.482538 -0.812668 0.973566 -0.039 -0.107 -0.024
H -4.163799 -1.874245 -2.494755 -0.011 0.060 -0.023
H -3.189396 -0.450986 -2.933367 -0.074 -0.066 -0.004
H -1.776605 -2.485224 -2.735168 0.048 -0.023 -0.018
H -1.323281 -1.252088 -1.541650 0.011 0.022 -0.047
H -3.105844 -3.677964 -1.016365 0.034 0.146 0.027
H -0.598097 -3.281575 2.098950 -0.095 -0.042 0.041
H 1.499414 -2.240322 2.891147 0.019 -0.016 0.107
C 5.056174 0.542725 1.524296 0.422 -0.161 0.037
C 5.740008 1.073456 0.265453 -0.191 0.342 -0.017
H 6.680194 1.551281 0.542856 0.059 -0.014 -0.005
H 5.959528 0.246585 -0.412315 0.030 -0.035 -0.027
H 5.666253 -0.224803 2.003868 -0.089 0.190 0.006
H 4.889350 1.363483 2.232775 0.010 -0.056 0.016
H 1.925857 0.334386 0.339622 0.087 0.148 0.083
H 2.662138 1.678649 1.236907 -0.068 -0.059 -0.031
H 4.662959 2.947340 0.196084 -0.006 -0.075 -0.052
H 6.184217 4.244359 -0.977920 0.022 0.000 -0.021
H 6.594341 3.740880 -2.638564 0.081 0.054 0.054


61
Properties=species:S:1:pos:R:3:forces:R:3 method="wB97M-V/def2-TZVPD" e_lumo_ev=0.5 fmax_ha_per_bohr=0.014 relative_energy_kj_mol=10.5 orbital_gap_ev=8.906 smiles="C[C@H]1CCCN(C(=O)C(=O)c2cn(CC(=O)N3CCCCCC3)c3ccccc23)C1"
C -5.171163 -0.833502 -0.888241 0.304 0.102 0.031
H -6.075486 -0.287537 -0.627139 -0.142 0.049 0.027
H -5.075766 -1.683166 -0.216747 -0.057 -0.137 0.065
C -3.949625 0.071725 -0.779765 -0.369 0.168 0.060
C -4.056528 1.273069 -1.722054 0.384 -0.175 -0.023
C -2.848701 2.193491 -1.558769 -0.262 0.122 0.135
H -2.954933 3.076731 -2.190038 0.058 0.029 -0.033
C -2.714064 2.625145 -0.096920 0.228 0.249 -0.431
N -2.637564 1.459942 0.751085 -0.193 0.053 0.076
C -1.534381 1.065773 1.406662 -0.327 0.216 0.228
O -1.454028 0.018090 2.028639 0.238 -0.157 0.100
C -0.312794 1.986154 1.315664 0.099 -0.205 0.094
O -0.175744 2.975470 2.008817 -0.081 -0.197 -0.124
C 0.663414 1.472470 0.378750 0.270 -0.120 -0.296
C 0.467982 0.398689 -0.465359 -0.173 0.360 0.397
N 1.582719 0.146881 -1.185105 -0.117 0.037 0.070
C 2.550115 1.065142 -0.840435 0.209 0.559 0.375
C 3.851691 1.217560 -1.299238 0.032 -0.129 -0.109
C 4.601441 2.239864 -0.754829 0.061 -0.068 -0.067
C 4.075594 3.090236 0.220075 0.031 0.111 0.083
C 2.784442 2.944907 0.679659 0.051 0.018 0.006
C 2.008180 1.921647 0.145012 0.010 -0.220 -0.233
H 2.370672 3.596569 1.432236 -0.024 0.071 0.069
H 4.699197 3.877010 0.617310 0.042 0.072 0.042
H 5.617186 2.386864 -1.090394 0.077 0.000 -0.037
H 4.265170 0.567686 -2.056317 0.051 -0.046 -0.077
C 1.703067 -0.925755 -2.140207 -0.189 -0.253 -0.478
H 2.744169 -1.249103 -2.209464 -0.055 0.072 0.089
H 1.373018 -0.590740 -3.131464 0.087 -0.155 0.188
C 0.779659 -2.088599 -1.737276 0.381 0.219 -0.161
O -0.222791 -2.312308 -2.392549 -0.289 0.131 -0.242
N 1.116152 -2.794630 -0.643782 -0.058 -0.133 0.175
C 2.339703 -2.600872 0.111287 0.538 -0.107 0.149
H 3.138724 -3.214476 -0.331529 -0.010 0.137 0.056
C 2.215670 -2.947614 1.596557 -0.097 0.204 -0.111
H 3.124094 -2.573285 2.073796 0.038 -0.072 -0.045
H 2.203439 -4.029343 1.740505 0.082 -0.039 0.010
C 0.989672 -2.332590 2.274387 0.037 -0.250 0.112
C -0.245875 -3.225786 2.198117 -0.096 0.301 -0.159
C -0.812184 -3.368662 0.789676 0.176 -0.230 0.133
C 0.207694 -3.855888 -0.241770 -0.520 -0.100 -0.150
H -0.320450 -4.174976 -1.144246 0.156 -0.047 0.172
H 0.785611 -4.696673 0.143762 0.025 -0.019 -0.028
H -1.204320 -2.404399 0.463777 -0.079 0.051 -0.082
H -1.645205 -4.073797 0.811216 -0.076 0.006 -0.041
H -0.001021 -4.214608 2.596146 -0.003 -0.047 0.059
H -1.019513 -2.788715 2.830065 -0.039 -0.072 0.080
H 1.219877 -2.168123 3.328342 0.010 0.088 -0.001
H 0.757101 -1.359594 1.840278 0.004 0.136 0.035
H 2.640478 -1.555287 0.049504 0.003 -0.057 -0.048
H -0.410559 -0.204290 -0.593554 -0.185 -0.189 0.000
C -3.782430 0.578534 0.657212 0.061 -0.505 -0.029
H -3.615142 -0.250730 1.347267 -0.109 0.108 -0.048
H -4.679481 1.126652 0.965497 -0.016 -0.009 0.002
H -1.827875 3.244184 0.045120 -0.137 0.022 0.035
H -3.594418 3.209271 0.196586 0.095 0.038 0.012
H -1.941433 1.666098 -1.862173 0.069 0.030 -0.021
H -4.123339 0.927738 -2.755199 -0.091 0.005 -0.034
H -4.969824 1.828509 -1.493704 -0.114 0.018 -0.007
H -3.058924 -0.506544 -1.049715 0.063 0.016 0.045
H -5.275589 -1.207510 -1.903665 -0.064 -0.060 -0.095


61
Properties=species:S:1:pos:R:3:forces:R:3 method="wB97M-V/def2-TZVPD" e_lumo_ev=0.7 fmax_ha_per_bohr=0.012 relative_energy_kj_mol=152.1 orbital_gap_ev=8.896 smiles="COCCN(C)C(=O)C[C@H]1C(=O)NCCN1CC(c1ccccc1)c1ccccc1"
C 0.904780 3.391888 -4.616774 0.024 0.033 -0.030
O 0.555609 2.401015 -3.686020 -0.111 0.120 0.196
C 0.944582 1.090844 -4.050971 0.190 -0.306 -0.074
C 2.422970 0.767741 -3.778352 -0.353 -0.053 -0.222
N 2.656626 0.483502 -2.376717 0.062 0.359 -0.240
C 2.810426 -0.809257 -2.008273 0.480 -0.206 0.338
O 3.017206 -1.691362 -2.822094 -0.073 -0.330 -0.112
C 2.746384 -1.143383 -0.523105 -0.194 -0.040 -0.193
H 3.071319 -2.180408 -0.435329 0.045 0.093 -0.059
H 3.419278 -0.522421 0.068692 -0.070 0.020 0.049
C 1.305313 -0.996683 0.018519 0.374 0.147 -0.118
N 1.235484 -1.398774 1.407858 0.015 -0.005 -0.113
C 1.205460 -2.830124 1.577693 -0.026 -0.219 -0.147
C 0.097190 -3.541430 0.785990 0.023 -0.001 0.400
N -0.035406 -2.968316 -0.532868 -0.104 -0.546 -0.069
C 0.369127 -1.745902 -0.924546 -0.064 0.231 0.101
O 0.047104 -1.282769 -2.001715 0.047 0.124 -0.209
H -0.651189 -3.442521 -1.179755 0.076 0.183 -0.030
H -0.864135 -3.471205 1.312623 0.109 -0.049 0.003
H 0.344061 -4.604197 0.689511 -0.017 0.095 0.063
H 2.172184 -3.221249 1.244730 -0.067 -0.109 0.073
H 1.099770 -3.060279 2.639430 0.041 -0.039 -0.030
C 0.442747 -0.587839 2.296213 -0.219 -0.073 0.095
H 0.698846 -0.891770 3.316227 -0.034 0.121 -0.020
H 0.773192 0.447005 2.176542 -0.038 0.042 0.098
C -1.108803 -0.638078 2.165674 0.258 0.048 0.114
C -1.706719 0.117370 3.334655 -0.086 -0.066 0.031
C -1.673580 -0.479186 4.592101 0.014 0.036 0.004
C -2.180475 0.168802 5.702382 0.016 -0.056 0.098
C -2.737991 1.429757 5.574239 -0.047 0.077 0.047
C -2.788230 2.026762 4.327695 -0.027 0.094 0.089
C -2.277071 1.376960 3.216778 0.022 -0.004 -0.054
H -2.341392 1.853795 2.250974 -0.026 0.024 -0.051
H -3.230779 3.005826 4.214860 -0.038 0.075 -0.008
H -3.136622 1.938686 6.439235 -0.037 0.040 0.066
H -2.144862 -0.312813 6.668855 -0.003 -0.039 0.073
H -1.251393 -1.469165 4.702207 0.050 -0.110 -0.011
C -1.602105 -0.164672 0.823133 -0.091 -0.118 -0.045
C -2.514547 -0.939224 0.118411 -0.035 0.043 0.046
C -2.960609 -0.554891 -1.133185 -0.091 -0.023 -0.061
C -2.495798 0.614598 -1.705001 -0.065 0.009 -0.044
C -1.604332 1.409457 -1.006501 0.016 0.129 -0.014
C -1.170394 1.028541 0.250245 -0.039 -0.027 0.018
H -0.478369 1.665838 0.785145 0.077 0.038 0.031
H -1.234715 2.320743 -1.453310 0.048 0.080 -0.050
H -2.819868 0.905986 -2.692028 -0.029 0.028 -0.107
H -3.661449 -1.179330 -1.667855 -0.050 -0.048 -0.053
H -2.877975 -1.861676 0.552846 0.003 -0.082 0.065
H -1.410856 -1.684221 2.287709 0.020 0.077 -0.047
H 1.027208 0.054626 -0.050120 -0.024 -0.174 -0.038
C 2.479862 1.610052 -1.494620 -0.085 0.030 0.198
H 1.425596 1.884644 -1.412134 0.021 0.075 0.093
H 2.889008 1.408166 -0.508639 0.013 0.003 0.032
H 3.015696 2.463371 -1.917856 -0.038 0.010 0.072
H 3.067249 1.596514 -4.089605 0.002 -0.050 -0.037
H 2.695778 -0.130996 -4.333098 0.011 0.172 0.003
H 0.730859 0.924852 -5.115283 -0.013 0.019 0.007
H 0.329194 0.413263 -3.453139 0.094 0.026 -0.140
H 0.489539 4.327279 -4.244647 0.049 0.037 -0.081
H 1.990513 3.501993 -4.722904 -0.018 0.016 -0.010
H 0.479500 3.174264 -5.604728 0.010 0.015 0.017


Number 1: energy -51047.0341 eV. Number 2: energy -36004.0479 eV. Number 3: energy -36005.7723 eV. Number 4: energy -36004.3048 eV.